# 1
C4H6O4 | ωB97M-V with the def2-TZVPD basis set

Last columns: bonded neighbours and bond lengths (Å).
Atoms and positions in Å:
1 H -0.857 -0.477 1.974  C4 1.093
2 H 1.428 -0.617 1.079  C7 1.088
3 C -0.511 -0.473 -0.138  C4 1.487, C7 1.584, O9 1.415, O12 1.410
4 C -1.418 -0.409 1.038  H1 1.093, C3 1.487, H11 1.093, H13 1.093
5 O 1.831 0.061 -0.897  C7 1.384, C14 1.512
6 O 1.492 1.994 0.562  C14 1.203
7 C 1.058 -0.577 0.057  H2 1.088, C3 1.584, O5 1.384, O9 1.436
8 H 1.382 1.962 -1.505  C14 1.094
9 O 0.213 -1.675 -0.322  C3 1.415, C7 1.436
10 H -0.930 -0.612 -2.042  O12 0.972
11 H -2.134 -1.235 1.015  C4 1.093
12 O -1.049 0.044 -1.335  C3 1.410, H10 0.972
13 H -1.969 0.535 1.040  C4 1.093
14 C 1.463 1.480 -0.526  O5 1.512, O6 1.203, H8 1.094

E_tot ... -12432.9565 eV
Max |F| ... 3.7 eV/Å
Energy above the lowest of the compared OMol25 structures with the same formula, charge and spin ... 310.3 kJ/mol
SMILES ... C[C@]1(O)O[C@H]1OC=O
Multiplicity ... 1
HOMO ... -0.3571 Ha
Total charge ... 0

***

# 2
C4H6O4S2 | ωB97M-V with the def2-TZVPD basis set

Last columns: bonded neighbours and bond lengths (Å).
Atoms and positions in Å:
1 H -1.726 0.157 0.433  O2 0.968
2 O -2.256 -0.652 0.397  H1 0.968, C6 1.366
3 C -0.695 -0.536 -1.451  S5 1.861, C6 1.469, H14 1.269, H16 1.126
4 H -1.023 2.684 0.955  O12 1.007
5 S 0.833 -1.501 -1.008  C3 1.861, S13 2.102
6 C -1.934 -1.066 -0.865  O2 1.366, C3 1.469, O8 1.273
7 H 1.915 1.114 -0.572  C11 1.213
8 O -2.314 -2.154 -1.405  C6 1.273
9 O 0.951 3.319 1.327  C10 1.199
10 C 0.762 2.212 0.910  O9 1.199, C11 1.531, O12 1.260
11 C 1.760 1.085 0.631  H7 1.213, C10 1.531, S13 1.855, H15 1.126
12 O -0.445 1.883 0.758  H4 1.007, C10 1.260
13 S 1.183 -0.660 0.886  S5 2.102, C11 1.855
14 H -0.145 0.607 -1.479  C3 1.269
15 H 2.662 1.458 1.191  C11 1.126
16 H -0.787 -0.794 -2.543  C3 1.126

E_tot ... -34104.3656 eV
Max |F| ... 6.2 eV/Å
Energy above the lowest of the compared OMol25 structures with the same formula, charge and spin ... 220.8 kJ/mol
SMILES ... O=C(O)CSSCC(=O)O
Multiplicity ... 1
HOMO ... -0.3527 Ha
Total charge ... 0